Below is the ion CH3S with charge -1, with properties calculated with wB97M-V/def2-TZVPD.

HOMO-LUMO gap: 6.6 eV
multiplicity: 1
molar mass: 47.10 g/mol
relative energy (zero: lowest compared OMol25 entry of this formula, charge and spin): 0.6 kcal/mol
DFT total energy: -11921.26987 eV
charge: -1

Structure (XYZ):
```
5
Properties=species:S:1:pos:R:3:forces:R:3:nbo_charge:R:1
C 0.111 0.010 0.045 -0.4 0.4 0.4 -0.74
S -1.417 -0.362 -0.892 0.2 -0.2 -0.2 -0.75
H -0.046 -0.255 1.096 0.1 0.1 0.0 0.17
H 1.035 -0.480 -0.255 0.0 -0.3 -0.4 0.16
H 0.317 1.086 0.006 0.0 0.0 0.1 0.17
```
Positions in Å, forces in eV/Å.

Below is a cluster of 13 separate species, C4H24BO20 in total at a distorted geometry, with properties calculated with wB97M-V/def2-TZVPD.

HOMO-LUMO gap: 10.6 eV
multiplicity: 1
molar mass: 403.03 g/mol
relative energy (zero: lowest compared OMol25 entry of this formula, charge and spin): 7.8 kcal/mol
DFT total energy: -46173.79089 eV
charge: -1

Structure (XYZ):
```
49
Properties=species:S:1:pos:R:3:forces:R:3:nbo_charge:R:1
O 1.517 -0.188 2.231 0.6 -0.3 0.1 -0.54
C 1.195 -0.370 1.099 -0.9 0.6 0.3 0.68
O -0.066 -0.573 0.705 0.2 0.3 -0.2 -0.69
B -0.138 -0.465 -0.757 0.3 -1.2 0.1 1.15
O 1.280 -0.430 -1.210 -0.7 0.2 0.0 -0.64
C 2.060 -0.273 -0.162 0.7 -0.3 -0.3 0.69
O 3.248 -0.101 -0.197 -0.1 0.0 0.1 -0.58
O -0.888 0.711 -1.199 0.2 0.4 0.3 -0.64
C -1.904 0.321 -1.919 0.0 0.0 -0.6 0.70
O -2.610 0.999 -2.610 -0.3 0.6 0.2 -0.60
C -1.952 -1.199 -1.914 0.9 -0.2 -0.1 0.68
O -0.876 -1.651 -1.293 0.0 0.8 0.1 -0.63
O -2.762 -1.830 -2.509 -0.9 -0.8 -0.4 -0.58
O -3.938 1.124 -5.167 0.2 0.0 0.3 -0.99
H -3.416 1.149 -4.342 0.0 -0.2 -0.3 0.50
H -3.289 1.226 -5.871 0.0 0.0 0.0 0.48
O -5.581 -1.963 -0.995 0.0 -0.1 -0.1 -0.96
H -6.016 -1.499 -1.720 0.1 0.0 0.0 0.48
H -4.904 -2.502 -1.424 0.0 0.2 0.0 0.48
O 0.019 0.894 4.868 0.3 0.1 0.1 -0.97
H 0.662 0.180 4.732 -0.3 -0.1 0.0 0.51
H -0.829 0.442 4.854 0.0 -0.1 -0.1 0.48
O -2.103 -1.027 2.742 -0.4 0.4 -0.3 -0.97
H -2.997 -0.697 2.884 0.1 -0.1 0.0 0.48
H -1.776 -0.563 1.955 0.2 -0.2 0.2 0.50
O 5.460 -0.828 -2.559 0.0 -0.1 0.0 -0.95
H 5.126 -1.058 -1.683 -0.1 0.1 -0.1 0.48
H 4.664 -0.715 -3.090 0.0 0.0 0.1 0.47
O -3.178 -1.862 -5.854 0.0 -0.1 0.1 -0.97
H -3.862 -1.198 -5.698 0.1 0.1 0.1 0.48
H -2.916 -2.143 -4.967 -0.1 0.1 -0.1 0.48
O 1.645 2.847 3.703 -0.4 -0.2 0.0 -0.98
H 1.516 3.034 2.768 0.1 -0.1 0.0 0.47
H 0.954 2.185 3.925 0.0 0.4 0.0 0.51
O 0.088 -2.012 4.108 -0.2 0.1 -0.2 -0.99
H 0.800 -1.809 3.487 -0.1 0.0 0.1 0.48
H -0.722 -1.706 3.646 0.5 -0.3 0.3 0.49
O -5.953 1.159 -2.912 0.1 -0.1 0.0 -0.96
H -5.223 1.216 -3.546 -0.4 0.0 0.0 0.49
H -5.521 1.171 -2.051 0.0 0.0 0.0 0.47
O 4.720 2.574 0.252 0.1 0.1 -0.1 -0.94
H 4.155 2.240 -0.457 0.1 -0.2 0.1 0.48
H 5.474 2.971 -0.197 -0.1 0.0 0.0 0.46
O 6.200 -0.785 1.783 0.2 0.0 -0.1 -0.94
H 5.918 -0.628 0.875 -0.1 0.1 0.1 0.47
H 6.031 0.051 2.227 -0.1 0.0 -0.1 0.47
O 3.548 0.928 4.782 -0.2 0.1 0.2 -0.97
H 4.293 1.120 4.209 0.0 0.0 -0.1 0.46
H 2.849 1.531 4.468 0.4 0.0 -0.1 0.49
```
Positions in Å, forces in eV/Å.

Below is an isolated molecule of C4H8N4 at a distorted geometry, with properties calculated with wB97M-V/def2-TZVPD.

HOMO-LUMO gap: 9.4 eV
multiplicity: 1
molar mass: 112.14 g/mol
relative energy (zero: lowest compared OMol25 entry of this formula, charge and spin): 62.4 kcal/mol
DFT total energy: -10235.53496 eV

Structure (XYZ):
```
16
Properties=species:S:1:pos:R:3:forces:R:3:nbo_charge:R:1
C -2.839 -0.898 -0.488 1.4 0.5 -0.1 0.29
C -0.536 -0.065 -0.418 -0.7 0.3 -0.4 0.25
C 2.362 0.029 0.856 -0.2 0.6 -0.3 -0.28
C 2.522 1.437 0.413 1.4 -0.2 0.0 -0.26
H -3.261 -2.508 -1.287 -0.7 -0.9 0.0 0.35
H -3.863 -0.606 -0.269 -0.1 0.0 -0.1 0.16
H -2.208 0.954 0.285 0.1 -0.2 -0.1 0.41
H -0.313 -0.977 -1.004 0.1 0.5 0.5 0.21
H 3.096 -0.711 0.577 0.0 -0.1 0.2 0.21
H 1.851 -0.061 1.807 -0.2 -0.4 -0.2 0.20
H 3.501 1.696 -0.026 -0.9 -0.1 -0.4 0.20
H 2.179 2.223 1.085 -0.6 -0.3 -0.3 0.21
N -2.457 -2.018 -0.970 0.2 1.3 0.2 -0.71
N -1.915 0.127 -0.216 0.1 -1.0 0.0 -0.62
N 0.274 0.834 -0.024 -1.0 -0.4 0.2 -0.34
N 1.610 0.544 -0.323 1.0 0.4 0.7 -0.26
```
Positions in Å, forces in eV/Å.

Below is a structure of composition C18H29Cl2F5GeMoN3OS at a distorted geometry, with properties calculated with wB97M-V/def2-TZVPD.

HOMO-LUMO gap (alpha / beta): 6.1 / 6.6 eV
multiplicity: 3
molar mass: 669.96 g/mol
relative energy (zero: lowest compared OMol25 entry of this formula, charge and spin): 135.5 kcal/mol
DFT total energy: -133484.34703 eV
charge: -1

Structure (XYZ):
```
61
Properties=species:S:1:pos:R:3:forces:R:3:nbo_charge:R:1
Mo -0.148 -1.685 -1.029 -0.7 0.5 0.7 0.87
C 0.413 3.903 -0.274 -0.2 0.5 1.1 -0.23
C -0.546 3.360 0.832 1.5 -0.5 0.3 -0.24
N -0.798 1.950 0.776 0.4 0.7 -0.3 -0.70
C -2.153 1.623 1.319 2.9 -3.5 -4.4 -0.26
C -2.950 1.147 0.016 1.9 -1.2 -1.0 -0.24
N -2.076 1.141 -1.198 0.1 -1.4 -0.1 -0.68
C -1.737 2.386 -1.770 -1.2 2.7 -1.1 -0.26
C -0.226 2.545 -2.271 0.1 -3.3 -1.2 -0.25
N 0.771 2.973 -1.319 -4.4 5.0 -1.6 -0.64
H 1.354 4.258 0.233 -1.0 -0.4 -0.7 0.21
H -0.225 4.794 -0.478 1.2 -0.2 -1.5 0.19
H -1.419 3.983 1.004 -0.7 0.1 -0.7 0.14
H 0.028 3.569 1.693 0.6 0.2 1.7 0.17
H -0.642 1.590 -0.226 -0.5 0.4 2.7 0.42
H -2.491 2.391 1.941 -0.9 0.8 0.9 0.20
H -1.888 0.650 1.719 -0.9 0.2 1.5 0.23
H -3.827 1.654 -0.190 -2.0 1.3 -0.2 0.16
H -3.165 0.088 0.036 -0.5 -0.3 0.8 0.22
H -2.288 0.501 -1.959 -0.4 -0.6 1.0 0.41
H -2.158 3.041 -0.906 1.2 0.4 -2.3 0.20
H -2.310 2.524 -2.771 0.4 0.3 1.7 0.18
H -0.165 2.854 -3.477 -0.1 0.1 3.3 0.18
H 0.062 1.416 -2.308 -0.7 1.4 -0.7 0.22
H 1.442 2.361 -1.143 3.3 -3.1 1.2 0.38
Cl 2.726 -0.027 -0.640 0.9 0.8 0.4 0.00
C 2.674 0.570 1.020 -0.1 1.5 -0.6 -0.04
C 3.407 1.742 1.406 -2.2 -1.3 3.1 -0.24
C 3.245 2.236 2.792 1.5 -1.5 -4.5 -0.22
C 2.414 1.515 3.557 -2.3 0.0 1.1 -0.26
C 1.552 0.537 3.073 -0.3 -1.0 -1.7 -0.04
Cl 0.184 -0.010 3.971 0.1 0.2 0.9 0.00
C 1.634 -0.030 1.759 1.3 0.1 1.9 -0.16
S 0.857 -1.584 1.386 -0.3 0.6 -0.8 -0.35
H 3.984 2.256 0.715 1.1 0.7 -1.2 0.22
H 3.784 3.069 3.208 0.2 0.2 -0.2 0.21
H 2.202 1.946 4.506 -0.2 -0.2 1.0 0.21
C -1.772 -4.665 0.126 1.8 2.2 -1.2 -1.06
Ge 0.051 -5.371 -0.370 1.8 -2.2 -1.4 1.80
C 0.041 -6.994 0.693 2.2 -2.6 1.0 -1.20
C 0.143 -6.315 -2.300 -2.2 2.5 1.3 -1.05
C 0.902 -1.670 -2.387 2.6 -0.6 -1.5 -0.59
H -2.016 -3.714 -0.458 0.2 -1.1 1.3 0.26
H -1.593 -4.571 1.212 -1.0 0.1 -0.5 0.24
H -2.416 -5.437 -0.267 -0.1 -0.5 0.5 0.24
H -0.541 -7.208 1.608 -0.6 0.4 -0.9 0.23
H 1.046 -7.402 1.093 -0.9 1.4 -0.8 0.25
H -0.059 -7.745 -0.136 -0.8 0.3 1.0 0.23
H -0.787 -5.796 -2.695 1.0 -0.8 -0.1 0.21
H -0.076 -7.401 -2.268 0.7 0.7 0.0 0.22
H 0.986 -5.888 -2.847 0.0 -0.7 0.0 0.24
H 1.410 -0.498 -4.861 -0.2 -0.6 0.6 0.57
H 1.936 -1.707 -2.941 -2.0 0.1 0.9 0.16
F 1.863 -4.994 -0.139 -2.0 0.4 -0.1 -0.67
C -5.981 1.624 2.869 0.1 -0.1 0.0 0.51
F -2.028 -1.762 -1.701 0.2 -0.1 0.3 -0.72
C 4.394 5.504 0.767 -4.5 -4.5 -3.5 0.66
F 2.995 5.788 0.966 3.4 0.9 0.7 -0.39
F 1.495 0.292 -5.317 0.1 0.6 -0.5 -0.57
F 5.181 6.218 1.318 1.2 3.7 2.8 -0.27
O -6.694 2.479 3.030 -0.1 0.1 0.0 -0.51
```
Positions in Å, forces in eV/Å.

Below is an isolated molecule of C4H6S3 at a distorted geometry, with properties calculated with wB97M-V/def2-TZVPD.

HOMO-LUMO gap (alpha / beta): 6.7 / 6.9 eV
multiplicity: 1
molar mass: 150.29 g/mol
relative energy (zero: lowest compared OMol25 entry of this formula, charge and spin): 65.5 kcal/mol
DFT total energy: -36747.41696 eV

Structure (XYZ):
```
13
Properties=species:S:1:pos:R:3:forces:R:3:nbo_charge:R:1
C 0.630 0.876 -0.294 1.3 0.8 0.5 -0.31
C -0.660 1.319 -0.248 -1.4 -1.0 0.3 -0.45
C 1.220 0.038 0.599 0.5 -0.8 -0.6 -0.30
C -1.930 -1.014 0.654 0.8 0.1 -0.1 -0.72
S -2.019 0.651 0.520 -0.7 1.7 0.2 0.47
S 2.940 -0.429 0.479 -0.8 -0.1 0.9 0.04
S -0.940 -1.878 -0.434 -0.1 -0.9 -0.4 0.12
H 1.222 1.484 -0.974 0.3 -0.5 -0.1 0.22
H -0.948 1.976 -0.997 -0.5 1.6 -1.1 0.21
H 0.589 -0.429 1.370 0.9 0.1 -0.3 0.23
H -1.945 -1.255 1.696 -0.3 -1.2 0.3 0.23
H 3.183 -0.077 -0.781 -0.2 0.2 -0.2 0.13
H -1.342 -1.262 -1.590 0.2 -0.1 0.6 0.13
```
Positions in Å, forces in eV/Å.

Below is an isolated molecule of C7H14, with properties calculated with wB97M-V/def2-TZVPD.

HOMO-LUMO gap: 11.2 eV
multiplicity: 1
molar mass: 98.19 g/mol
relative energy (zero: lowest compared OMol25 entry of this formula, charge and spin): 15.5 kcal/mol
DFT total energy: -7485.62218 eV

Structure (XYZ):
```
21
Properties=species:S:1:pos:R:3:forces:R:3:nbo_charge:R:1
C 2.285 -0.152 0.260 0.0 0.0 0.0 -0.61
C 1.075 -0.475 -0.606 0.0 0.3 -0.1 -0.21
C 0.025 -1.480 -0.087 -0.2 0.0 0.0 -0.41
C -1.111 -0.502 -0.513 0.0 -0.3 0.1 -0.21
C -2.243 -0.302 0.486 0.0 0.0 0.0 -0.61
C -0.053 0.616 -0.744 0.2 0.0 0.0 -0.21
C -0.021 1.750 0.275 0.0 0.0 0.1 -0.62
H 1.992 0.121 1.281 0.0 0.0 -0.2 0.20
H 2.975 -1.002 0.334 -0.2 0.1 -0.1 0.21
H 2.846 0.692 -0.161 -0.1 -0.1 0.1 0.21
H 1.420 -0.775 -1.603 -0.1 0.1 0.1 0.20
H 0.004 -2.466 -0.566 0.1 0.2 0.1 0.21
H 0.075 -1.626 1.000 0.0 0.1 -0.1 0.20
H -1.532 -0.817 -1.475 0.1 0.0 0.1 0.20
H -1.872 0.066 1.449 0.0 -0.1 -0.1 0.20
H -3.005 0.402 0.131 0.2 -0.1 0.0 0.21
H -2.741 -1.262 0.671 0.0 0.1 0.0 0.21
H -0.090 1.052 -1.751 0.0 -0.1 0.2 0.20
H 0.876 2.366 0.140 -0.1 -0.1 0.0 0.21
H -0.013 1.382 1.308 0.0 0.0 -0.1 0.20
H -0.891 2.412 0.173 0.1 -0.2 0.0 0.21
```
Positions in Å, forces in eV/Å.

Repeat the sixth record exactly.
Below is an isolated molecule of C7H14, with properties calculated with wB97M-V/def2-TZVPD.

HOMO-LUMO gap: 11.2 eV
multiplicity: 1
molar mass: 98.19 g/mol
relative energy (zero: lowest compared OMol25 entry of this formula, charge and spin): 15.5 kcal/mol
DFT total energy: -7485.62218 eV

Structure (XYZ):
```
21
Properties=species:S:1:pos:R:3:forces:R:3:nbo_charge:R:1
C 2.285 -0.152 0.260 0.0 0.0 0.0 -0.61
C 1.075 -0.475 -0.606 0.0 0.3 -0.1 -0.21
C 0.025 -1.480 -0.087 -0.2 0.0 0.0 -0.41
C -1.111 -0.502 -0.513 0.0 -0.3 0.1 -0.21
C -2.243 -0.302 0.486 0.0 0.0 0.0 -0.61
C -0.053 0.616 -0.744 0.2 0.0 0.0 -0.21
C -0.021 1.750 0.275 0.0 0.0 0.1 -0.62
H 1.992 0.121 1.281 0.0 0.0 -0.2 0.20
H 2.975 -1.002 0.334 -0.2 0.1 -0.1 0.21
H 2.846 0.692 -0.161 -0.1 -0.1 0.1 0.21
H 1.420 -0.775 -1.603 -0.1 0.1 0.1 0.20
H 0.004 -2.466 -0.566 0.1 0.2 0.1 0.21
H 0.075 -1.626 1.000 0.0 0.1 -0.1 0.20
H -1.532 -0.817 -1.475 0.1 0.0 0.1 0.20
H -1.872 0.066 1.449 0.0 -0.1 -0.1 0.20
H -3.005 0.402 0.131 0.2 -0.1 0.0 0.21
H -2.741 -1.262 0.671 0.0 0.1 0.0 0.21
H -0.090 1.052 -1.751 0.0 -0.1 0.2 0.20
H 0.876 2.366 0.140 -0.1 -0.1 0.0 0.21
H -0.013 1.382 1.308 0.0 0.0 -0.1 0.20
H -0.891 2.412 0.173 0.1 -0.2 0.0 0.21
```
Positions in Å, forces in eV/Å.